Entry 1:
40
Properties=species:S:1:pos:R:3:nbo_charge:R:1 method="wB97M-V/def2-TZVPD" gap_ev=2.12 total_charge=+2 relative_energy_kj_mol=1054.1 lumo_energy_ev=-13.537 e_tot_ev=-28993.678
Hf -1.8175 0.0766 5.1207 1.72
F -0.3192 -2.7712 5.4517 -0.64
C 0.7600 -0.1823 -0.7224 -0.60
C -0.2420 -0.9286 0.1325 -0.17
O -0.2906 -0.5125 1.5038 -0.05
H 1.6853 -0.5839 -0.3095 0.28
H 0.6877 0.8795 -0.4866 0.26
H 0.6476 -0.3769 -1.7890 0.28
H -0.0886 -1.9844 -0.0908 0.28
H -1.2458 -0.7459 -0.2512 0.41
O 2.1649 -4.4924 -3.8676 -0.95
H 1.8463 -4.6880 -2.9863 0.46
H 2.9392 -5.0455 -3.9711 0.49
O 2.1216 4.9527 -0.4703 -0.95
H 2.9954 4.6370 -0.2400 0.47
H 2.2337 5.3658 -1.3265 0.48
O -3.0571 -5.4771 2.2762 -0.90
H -2.4579 -6.1490 2.6012 0.48
H -2.6368 -5.1437 1.4835 0.46
O 0.0881 2.9665 3.9021 -0.98
H 0.5307 3.0433 3.0568 0.49
H 0.4416 3.6866 4.4244 0.50
O 5.4112 0.3184 -0.5430 -0.95
H 5.5343 1.2637 -0.6296 0.48
H 5.2195 0.0189 -1.4317 0.48
O 1.0910 -1.3502 -5.6265 -0.86
H 0.1870 -1.2764 -5.3207 0.46
H 1.4686 -2.0493 -5.0927 0.48
O 3.5784 -0.1902 2.6019 -0.84
H 4.1351 -0.0541 1.8353 0.49
H 2.6853 -0.1029 2.2686 0.44
O -3.7965 1.7596 2.5938 -1.00
H -4.4049 1.3713 1.9650 0.51
H -3.7261 2.6757 2.3254 0.50
O -6.2161 0.4167 0.0851 -0.95
H -6.5283 -0.4305 0.4031 0.48
H -5.7327 0.2094 -0.7146 0.47
O -1.8506 3.6511 -3.0935 -0.92
H -2.7072 3.8736 -2.7289 0.47
H -1.3346 3.3683 -2.3385 0.45


Entry 2:
96
Properties=species:S:1:pos:R:3:mulliken_charge:R:1 method="wB97M-V/def2-TZVPD" gap_ev=2.80 total_charge=+1 relative_energy_kj_mol=72.2 lumo_energy_ev=-5.316 e_tot_ev=-54959.119
C -4.9578 -0.6989 3.0139 -1.53
C -3.6348 -0.0649 2.6899 0.92
C -2.5639 -0.1801 3.5750 -0.65
C -1.3272 0.4187 3.3095 0.82
C -0.2787 0.3100 4.3729 -2.14
C -1.1733 1.1017 2.0974 -0.57
N 0.1109 1.6155 1.7591 1.48
C 1.2774 0.9039 1.5925 -0.16
C 1.5682 -0.4917 1.9756 0.15
C 0.7013 -1.6062 1.5605 0.42
C 0.8972 -2.8956 2.2696 -1.48
C -0.2512 -1.4522 0.5102 -0.34
C -0.0642 -0.5384 -0.5589 0.40
C -0.9730 -0.4612 -1.6078 -0.98
C -2.1088 -1.2749 -1.6159 -0.80
C -2.3347 -2.1727 -0.5647 -0.74
C -1.4260 -2.2647 0.4792 0.45
O 2.5858 -0.7149 2.6760 -0.80
N 2.2402 1.8074 1.3585 1.30
C 3.6576 1.6700 1.3232 0.12
C 4.2760 0.7438 0.4597 1.53
C 3.5209 -0.0844 -0.5215 -1.14
C 5.6704 0.6353 0.5009 -1.47
C 6.4393 1.4434 1.3386 0.61
C 7.9330 1.2958 1.3486 -1.50
C 5.7982 2.3863 2.1494 -1.24
C 4.4085 2.5178 2.1528 0.88
C 3.7736 3.5343 3.0407 -1.26
N 1.7066 3.0793 1.2434 -1.27
C 0.4287 2.9544 1.4982 0.63
C -0.5219 4.0587 1.5629 0.03
C -0.3570 5.1024 0.6206 -0.71
C -1.3194 6.1046 0.5242 -0.70
C -2.4106 6.1132 1.4036 -0.42
C -2.5360 5.1298 2.3954 -0.72
C -1.5766 4.1251 2.5059 0.12
C -2.2414 1.2688 1.2034 2.01
C -2.1666 2.0302 -0.0859 -2.52
C -3.4602 0.6581 1.5120 -0.92
H -5.6974 -0.4519 2.2439 0.40
H -4.8731 -1.7939 3.0729 0.14
H -5.3382 -0.3433 3.9820 0.37
H -2.6869 -0.7271 4.5147 0.51
H 0.5292 1.0428 4.2836 0.17
H -0.7615 0.4703 5.3500 0.69
H 0.1629 -0.6964 4.4168 0.20
H 0.5003 -3.7339 1.6801 0.33
H 1.9669 -3.0761 2.4704 0.41
H 0.3775 -2.8902 3.2455 0.11
H 0.8339 0.0854 -0.5703 0.19
H -0.7914 0.2526 -2.4158 0.46
H -2.8225 -1.2024 -2.4361 0.39
H -3.2267 -2.8066 -0.5622 0.26
H -1.6097 -2.9312 1.3322 0.16
H 4.2356 -0.5944 -1.1793 0.53
H 2.9291 -0.8717 -0.0376 0.17
H 2.8633 0.5199 -1.1580 0.28
H 6.1546 -0.0900 -0.1546 0.38
H 8.3999 2.0736 1.9590 0.38
H 8.2326 0.3219 1.7552 0.31
H 8.3458 1.3604 0.3347 0.35
H 6.3909 3.0410 2.7932 0.29
H 4.5663 4.0560 3.5869 0.43
H 3.2110 4.2722 2.4599 0.25
H 3.0989 3.0956 3.7864 0.21
H 0.5104 5.0727 -0.0386 0.44
H -1.2091 6.8795 -0.2385 0.40
H -3.1596 6.9037 1.3288 0.40
H -3.3843 5.1464 3.0872 0.41
H -1.6378 3.3797 3.3017 0.44
H -2.6968 1.4760 -0.8721 0.61
H -2.6532 3.0141 -0.0055 0.46
H -1.1417 2.1852 -0.4323 0.32
H -4.2901 0.7490 0.8049 0.28
C -1.8246 -5.9565 1.5718 -0.77
C -3.1697 -5.1846 1.8351 -0.44
C -3.0281 -4.7309 3.2534 -0.10
C -1.8574 -5.2146 3.8235 -0.90
C -1.0972 -5.9480 2.8842 0.71
C 0.1300 -6.6534 3.1330 1.11
C 0.6911 -6.7095 4.4399 -0.35
C 1.8704 -7.4086 4.6809 -0.82
C 2.5329 -8.0682 3.6363 -0.31
C 1.9993 -8.0306 2.3402 -0.84
C 0.8163 -7.3411 2.0860 -0.22
H -2.0246 -6.9771 1.2167 0.54
H -1.2394 -5.4532 0.7852 0.40
H -3.2984 -4.3553 1.1253 -0.16
H -4.0199 -5.8692 1.6953 0.50
H -3.7916 -4.1498 3.7663 0.43
H -1.5571 -5.0640 4.8584 0.43
H 0.1766 -6.2073 5.2627 0.27
H 2.2786 -7.4436 5.6921 0.40
H 3.4577 -8.6120 3.8300 0.41
H 2.5094 -8.5465 1.5235 0.39
H 0.3995 -7.3227 1.0743 0.39


Entry 3:
14
Properties=species:S:1:pos:R:3:nbo_charge:R:1 method="wB97M-V/def2-TZVPD" gap_ev=9.06 relative_energy_kj_mol=84.0 lumo_energy_ev=1.099 smiles=CNc1cc[nH]n1 e_tot_ev=-8730.809
C 2.1664 -0.0064 0.3088 -0.41
N 1.2251 0.2785 -0.7836 -0.61
C -0.1608 0.2805 -0.5336 0.31
C -0.6469 -0.3210 0.6550 -0.41
C -1.9948 -0.3872 0.4814 -0.02
N -2.2932 0.2411 -0.6750 -0.35
N -1.1688 0.6371 -1.3559 -0.33
H 1.9116 -0.9377 0.8338 0.20
H 3.1863 -0.1534 -0.0793 0.21
H 2.2212 0.7971 1.0614 0.18
H 1.6199 0.8714 -1.4976 0.39
H -0.1278 -0.5175 1.5744 0.23
H -2.7187 -0.9099 1.0893 0.21
H -3.2194 0.1275 -1.0791 0.40


Entry 4:
11
Properties=species:S:1:pos:R:3:nbo_charge:R:1 method="wB97M-V/def2-TZVPD" gap_ev="8.07 / 8.10" total_charge=+1 relative_energy_kj_mol=186.0 lumo_energy_ev="-5.407 / -5.366" e_tot_ev=-28373.508
C -2.3880 0.5708 0.2637 0.40
C 0.2231 -0.7480 -0.7558 -0.35
C 1.7331 -0.4088 0.6860 -0.32
N 0.8837 0.3969 -0.1639 -0.59
O -1.4959 1.2132 0.6656 -0.56
S -3.5438 -0.2644 -0.2837 0.20
S 1.0939 -1.8777 0.1523 0.74
H -0.1690 -0.7897 -1.7512 0.26
H 2.1188 -0.1072 1.6373 0.26
H 1.3657 1.0356 -0.8121 0.47
H 0.1784 0.9794 0.3618 0.50


Entry 5:
14
Properties=species:S:1:pos:R:3:nbo_charge:R:1 method="wB97M-V/def2-TZVPD" gap_ev=8.84 relative_energy_kj_mol=0.0 lumo_energy_ev=0.221 smiles="CCN(Br)C(N)=S" e_tot_ev=-87081.230
C -0.1782 1.5369 -0.3067 -0.63
C 0.0582 0.2603 -0.9926 -0.23
N 0.7432 -0.7004 -0.1467 -0.50
Br 2.3593 -0.0269 0.3869 0.20
C 0.0343 -1.6472 0.6376 0.22
N 0.6222 -2.0246 1.7954 -0.79
S -1.3667 -2.2680 0.2000 -0.16
H 0.7806 2.1746 -0.2385 0.22
H -1.0397 1.9513 -0.7729 0.23
H -0.2943 1.2085 0.7003 0.21
H -0.8059 -0.2770 -1.2246 0.24
H 0.6175 0.3533 -1.9148 0.20
H 1.2085 -1.2679 2.1506 0.38
H -0.0044 -2.4082 2.5038 0.41


Entry 6:
77
Properties=species:S:1:pos:R:3:mulliken_charge:R:1 method="wB97M-V/def2-TZVPD" gap_ev="5.42 / 7.92" total_charge=+1 spin_multiplicity=5 relative_energy_kj_mol=366.1 lumo_energy_ev="-4.449 / -2.869" e_tot_ev=-91134.880
Mn -0.3821 -0.0080 1.0502 0.96
C -0.5187 -1.8695 2.1047 0.18
C 0.8970 -2.1164 1.8814 1.58
C 0.7366 -0.5870 3.6025 1.24
C -0.6002 -0.9063 3.2033 1.19
C 1.6365 -1.3303 2.8021 0.00
C -1.6336 -2.8001 1.7591 -1.84
H -1.4919 -3.2639 0.7789 0.33
H -2.5943 -2.2688 1.7520 0.28
H -1.7088 -3.5984 2.5133 0.39
C -1.7698 -0.8691 4.1160 -1.79
H -2.7071 -1.0904 3.5938 0.39
H -1.8779 0.0986 4.5986 0.32
H -1.6379 -1.6184 4.9151 0.39
C 1.1131 0.1516 4.8280 -2.00
H 1.2524 -0.5294 5.6832 0.37
H 0.3409 0.8735 5.1113 0.36
H 2.0535 0.7030 4.6899 0.36
C 3.0930 -1.4536 3.0740 -1.97
H 3.2712 -2.0053 4.0093 0.38
H 3.5691 -0.4714 3.1857 0.32
H 3.6014 -1.9987 2.2702 0.43
C 1.4386 -3.2860 1.1400 -1.92
H 1.6932 -4.1061 1.8363 0.37
H 2.3595 -3.0396 0.5881 0.45
H 0.7059 -3.6985 0.4287 0.38
C -1.8279 0.8286 -3.6002 -0.14
C -1.8472 -0.5169 -3.5140 -0.26
C -1.1002 -1.3827 -4.4951 -1.16
C 0.3773 -0.9632 -4.7385 -0.91
C 1.0638 -0.3250 -3.5584 0.02
C 1.2137 1.0031 -3.4329 -1.10
C 0.4145 2.0157 -4.2306 -1.01
C -1.0523 1.6107 -4.6199 -1.17
H -1.6436 -1.3684 -5.4566 0.46
H 0.4076 -0.2815 -5.6030 0.30
H -1.1120 -2.4264 -4.1549 0.30
H -1.0324 1.1000 -5.5918 0.35
H -2.5257 1.4343 -3.0057 0.67
H -2.6161 -1.0610 -2.9504 0.75
H -1.6026 2.5530 -4.7832 0.45
H 0.3506 2.9643 -3.6709 0.28
H 2.0901 1.4035 -2.8973 1.03
H 0.9685 2.2594 -5.1494 0.45
H 0.9433 -1.8647 -5.0238 0.40
H 1.6717 -1.0141 -2.9532 0.81
P -1.4907 0.0730 -0.7869 1.17
P 1.5967 1.1948 0.4592 0.61
C -0.5947 1.6234 -1.2728 1.94
C 0.6745 2.2721 -0.6708 -1.84
H -1.3445 2.4057 -1.4529 0.94
H -0.2707 1.2694 -2.2508 -2.85
H 1.3630 2.5476 -1.4847 1.03
H 0.4112 3.2060 -0.1554 0.39
C 2.5434 2.2607 1.5667 -1.11
H 3.0365 1.6582 2.3394 0.24
H 1.8567 2.9636 2.0545 0.33
H 3.2966 2.8200 0.9900 0.47
C 2.7879 0.1112 -0.3878 -1.18
H 3.2765 0.6211 -1.2267 0.64
H 2.2988 -0.8031 -0.7554 -0.14
H 3.5507 -0.1894 0.3453 0.49
C -3.2900 0.0976 -0.8041 -1.50
H -3.6441 -0.6574 -0.0874 0.31
H -3.7565 -0.1142 -1.7747 0.58
H -3.6410 1.0783 -0.4605 0.42
C -0.6603 -1.5017 -1.2577 0.63
H 0.1434 -1.7774 -0.5554 -1.08
H -0.1936 -1.4370 -2.2446 -0.84
H -1.3843 -2.3247 -1.2961 0.53
F -1.6805 2.7919 0.9287 -0.27
C -1.5480 1.8524 1.9533 0.06
F -2.8310 1.3574 2.1669 -0.29
C -1.2074 2.7092 3.1923 0.44
F -1.9078 3.8712 3.2294 -0.28
F -1.4860 2.0709 4.3627 -0.26
F 0.1143 3.0690 3.2503 -0.24


Entry 7:
157
Properties=species:S:1:pos:R:3:mulliken_charge:R:1 method="wB97M-V/def2-TZVPD" gap_ev=9.44 relative_energy_kj_mol=0.0 lumo_energy_ev=0.601 e_tot_ev=-73066.945
C -2.6554 3.3087 -3.3641 -1.56
C -1.9647 2.6135 -2.1889 2.21
C -1.5952 3.6174 -1.0993 -1.19
O -2.8453 1.6561 -1.6056 -0.61
H -2.7682 2.4942 -4.0927 0.30
H -2.0840 4.1611 -3.7222 0.33
H -3.7084 3.5364 -3.1953 0.33
H -1.0502 2.0920 -2.4837 -0.71
H -0.9649 3.1272 -0.3504 -0.17
H -2.5006 3.9773 -0.6101 0.40
H -0.9842 4.4349 -1.4846 0.36
H -2.7412 0.8413 -2.1234 0.06
C -4.0472 -1.9008 -2.9738 -1.58
C -2.7712 -1.6377 -3.7191 0.90
C -3.0320 -1.0687 -5.1125 -1.29
O -1.9328 -0.7727 -2.9890 0.59
H -4.7066 -2.6618 -3.3952 0.47
H -4.6497 -0.9846 -2.9303 0.32
H -3.9554 -2.2108 -1.9296 0.26
H -2.2153 -2.5725 -3.8986 0.35
H -3.5851 -1.8013 -5.7052 0.45
H -2.1433 -0.8209 -5.6961 0.04
H -3.5321 -0.1008 -4.9948 0.27
H -1.0118 -0.7708 -3.3343 -0.15
C -1.6165 -1.4431 1.2676 0.03
C -0.5805 -1.3179 0.1559 -0.04
C 0.1772 0.0085 0.2360 0.47
O 0.3883 -2.3719 0.1630 1.12
H -1.9649 -2.4694 1.3804 -0.13
H -2.4125 -0.7121 1.1752 0.56
H -1.0891 -1.2815 2.2178 -0.45
H -1.0872 -1.3396 -0.8154 -0.62
H 0.6911 0.0325 1.2021 -0.45
H -0.5449 0.8295 0.1682 -0.01
H 0.9194 0.1545 -0.5496 -0.11
H 0.4922 -2.6764 1.0877 -0.36
C -1.8649 -2.3396 5.2871 -0.75
C -0.7066 -1.8909 6.1597 0.56
C -0.5799 -2.7354 7.4200 -1.55
O 0.4834 -2.1837 5.4036 -0.50
H -2.8325 -2.3244 5.8014 0.50
H -1.7137 -3.3847 4.9996 0.31
H -2.0215 -1.7686 4.3712 -0.27
H -0.8679 -0.8278 6.3650 0.33
H -1.3708 -2.3793 8.1046 0.39
H 0.2847 -2.6254 8.0702 0.39
H -0.8347 -3.7760 7.2236 0.33
H 1.0349 -1.3968 5.2592 0.28
C -5.2546 -0.1306 4.1451 -1.33
C -5.5227 -0.2278 2.6424 1.32
C -5.4536 -1.7009 2.2072 -1.29
O -4.2168 -2.2693 2.5515 0.27
C -4.1895 -3.6595 2.7998 -0.86
N -6.8616 0.2897 2.3871 -0.77
H -6.1130 -0.4947 4.7161 0.36
H -5.0369 0.8996 4.4230 0.40
H -4.4904 -0.8381 4.4746 0.02
H -4.7418 0.3041 2.0878 -0.11
H -5.5846 -1.8559 1.1269 0.36
H -6.3146 -2.2306 2.6387 0.49
H -4.9205 -4.1801 2.1715 0.39
H -4.5760 -3.8516 3.8116 0.30
H -3.1549 -3.9763 2.7177 0.08
H -6.8129 1.2953 2.5199 0.29
H -7.1899 0.1568 1.4367 0.26
C 1.1917 -0.4236 -6.4754 -1.58
C 1.1773 0.4120 -5.2162 0.48
C 0.3025 1.6674 -5.3559 -0.19
O 0.6381 2.3225 -6.5546 -0.42
C 0.2379 3.6805 -6.5942 -0.68
N 0.6380 -0.4246 -4.1259 0.12
H 1.9843 -1.1798 -6.4327 0.33
H 1.5601 0.1496 -7.3314 0.46
H 0.2423 -0.8937 -6.7255 0.20
H 2.2172 0.7196 -5.0476 0.33
H 0.4317 2.3575 -4.5133 0.30
H -0.7358 1.3129 -5.4354 -0.02
H 0.7733 4.2922 -5.8618 0.26
H -0.8416 3.7246 -6.4221 0.27
H 0.4908 4.0386 -7.5896 0.29
H 0.7086 0.1154 -3.2599 -0.25
H 1.3522 -1.1333 -3.9652 -0.48
C 2.0474 -3.9780 -3.5950 -1.43
C 3.0313 -3.1016 -2.8192 0.63
C 4.0491 -2.4990 -3.7703 -0.71
O 4.9779 -1.6774 -3.0859 -0.32
C 6.1127 -1.2462 -3.8350 -0.93
N 2.2794 -2.0200 -2.1765 1.14
H 1.5368 -3.3776 -4.3513 0.24
H 1.2735 -4.3733 -2.9374 0.21
H 2.5709 -4.7996 -4.0864 0.50
H 3.5289 -3.7282 -2.0707 0.47
H 3.5857 -2.0251 -4.6482 0.01
H 4.5432 -3.2988 -4.3451 0.48
H 5.8147 -0.6912 -4.7244 0.31
H 6.6842 -2.1606 -4.0277 0.33
H 6.7222 -0.6389 -3.1679 0.28
H 2.9082 -1.3611 -1.7370 -0.28
H 1.6817 -2.3338 -1.4164 -0.71
C -1.8877 1.7119 3.4062 -0.96
C -0.8125 2.6856 2.9619 1.65
C -1.3329 4.0022 2.3658 -1.14
O -0.1265 4.6812 1.9783 -0.13
C -0.3417 5.9695 1.4451 -0.97
N 0.2703 2.7877 3.9596 -0.64
H -2.3818 2.0401 4.3253 0.49
H -1.4828 0.7318 3.6533 -0.12
H -2.6026 1.6951 2.5811 0.25
H -0.2823 2.3642 2.0557 -0.58
H -1.8988 4.6835 3.0178 0.58
H -1.9604 3.9108 1.4748 0.12
H 0.5518 6.2575 0.8974 0.26
H -0.5414 6.6738 2.2614 0.30
H -1.2228 6.0249 0.7981 0.36
H -0.1607 3.2337 4.7721 0.28
H 0.8820 3.5062 3.5660 0.18
C 2.4491 3.8731 -1.0074 -1.29
C 3.6139 3.7933 -0.0665 0.29
C 3.2128 3.0003 1.1978 1.26
O 4.3054 2.7429 2.0656 -0.34
C 4.8123 3.8803 2.7401 -0.80
N 4.7467 3.1103 -0.7181 -0.68
H 2.7305 4.4427 -1.8973 0.54
H 1.5626 4.3417 -0.5715 -0.02
H 2.0731 2.9236 -1.4064 0.00
H 3.9375 4.7994 0.2134 0.48
H 2.8810 2.0288 0.8180 -0.70
H 2.3637 3.4129 1.7563 -0.15
H 5.0774 4.7027 2.0735 0.32
H 5.6991 3.5541 3.2782 0.29
H 4.0811 4.2436 3.4686 0.26
H 4.3330 2.2365 -1.0238 0.16
H 5.4783 3.0268 -0.0286 0.39
C 4.2583 -0.6346 0.2199 -0.15
O 4.3392 0.0076 -1.0453 -0.46
H 4.5307 -1.6908 0.2634 0.36
H 4.7423 -0.0687 1.0204 0.30
H 3.2050 -0.6280 0.5298 -0.28
H 4.7675 -0.6345 -1.6562 0.43
C 2.7776 0.2278 3.5534 0.00
O 1.5636 0.1847 4.2845 -0.42
H 2.5987 0.6929 2.5851 -0.47
H 3.4962 0.8073 4.1436 0.39
H 3.2714 -0.7358 3.4205 0.26
H 1.1468 1.0648 4.2610 0.17
C -0.5095 -5.4303 0.0180 -0.28
O -1.3321 -4.6447 -0.8460 -0.66
H -0.6850 -6.4784 -0.2176 0.41
H 0.5426 -5.1825 -0.1574 0.06
H -0.7777 -5.2048 1.0535 -0.02
H -1.2325 -3.7408 -0.5212 0.26
C 2.1395 -4.3118 3.0183 -0.81
O 0.9755 -3.5320 2.7073 -0.12
H 1.9852 -5.1015 3.7542 0.24
H 2.4155 -4.7649 2.0681 0.27
H 2.8630 -3.5695 3.3633 0.23
H 0.6715 -2.9990 3.4563 0.15


Entry 8:
42
Properties=species:S:1:pos:R:3:nbo_charge:R:1 method="wB97M-V/def2-TZVPD" gap_ev="3.74 / 3.64" total_charge=+2 spin_multiplicity=3 lumo_energy_ev="-11.019 / -11.110" e_tot_ev=-142725.950
I 0.7352 -2.6357 -0.4302 -0.16
I -2.6851 0.7159 -1.9876 -0.22
Tm -0.7587 -0.2177 -0.1762 0.90
P 1.3505 0.5343 -1.9396 0.78
C 3.0116 1.1399 -1.4700 -0.92
C 1.8252 -0.4529 -3.4147 -0.90
H 2.4119 0.1965 -4.0786 0.25
H 1.5577 2.2950 -3.5681 0.25
H 0.9284 -0.7959 -3.9386 0.26
H -0.1837 1.8310 -3.3081 0.26
H 3.5390 0.3789 -0.8923 0.25
H 2.4184 -1.3217 -3.1144 0.26
C 0.7830 2.0458 -2.8245 -0.92
H 3.5576 1.3320 -2.4012 0.26
H 0.6588 2.8561 -2.0895 0.23
H 2.9497 2.0463 -0.8537 0.23
P -2.6439 -2.2077 0.4744 0.79
C -2.6089 -2.7555 2.2121 -0.93
C -4.3984 -1.7156 0.3440 -0.92
H -2.7527 -3.7628 -1.3899 0.26
H -3.7265 -4.3041 0.0205 0.26
H -1.9344 -4.4973 0.0170 0.25
C -2.7711 -3.8640 -0.2983 -0.91
H -4.5987 -1.3878 -0.6856 0.26
H -5.0164 -2.5864 0.6048 0.25
H -3.5096 -3.3546 2.3872 0.26
H -2.5840 -1.8860 2.8746 0.23
H -4.5970 -0.8837 1.0327 0.24
H -1.7112 -3.3565 2.3797 0.25
C 0.1202 -0.0873 2.2565 0.62
O -0.3565 -0.6208 3.2037 -0.23
Cl 3.1793 -0.4256 2.4669 0.18
C 2.3968 1.0966 2.4038 0.02
C 1.0005 1.0949 2.1821 -0.25
C 0.3818 2.2907 1.7743 0.01
Cl -1.2995 2.1085 1.1938 0.19
C 1.1253 3.4415 1.5017 -0.09
Cl 0.4821 4.6726 0.4851 0.16
C 2.4849 3.4910 1.9298 0.01
Cl 3.4199 4.9073 1.7338 0.22
C 3.0947 2.3088 2.4315 -0.09
Cl 4.7236 2.3358 2.9511 0.18